Computed, not measured: C41H37F5P2Pb as an isolated structure, with ωB97M-V/def2-TZVPD.

## Properties
Lowest unoccupied orbital energy (hartree): -0.0168
Energy (eV): -80522.439
Energy relative to the best compared isomer or geometry (same formula, charge and spin) (eV): 0.000
Total charge: 0
F_max (hartree/bohr): 0.0934

Positions of all 86 atoms, in Å:
Pb -0.293 2.413 -4.911
C -1.959 2.084 -6.528
C -1.862 0.902 -5.751
C -1.116 -0.323 -6.214
C 0.277 -0.064 -6.837
C 1.008 1.165 -6.341
C 0.870 2.455 -6.921
C -0.009 2.671 -8.123
C -1.457 2.152 -7.952
C 1.616 0.180 0.418
H -2.709 2.841 -6.261
H -2.616 0.729 -4.974
H -1.722 -0.892 -6.944
H -1.003 -1.017 -5.358
H 0.905 -0.933 -6.585
H 0.195 -0.079 -7.934
H 1.936 0.958 -5.794
H 1.651 3.210 -6.762
H 0.433 2.186 -9.008
H -0.020 3.749 -8.363
H -2.117 2.830 -8.516
H -1.537 1.173 -8.449
H 0.864 0.977 0.482
H 2.532 0.468 0.950
H 1.198 -0.717 0.883
P -1.924 -0.880 -1.176
P 2.040 -0.190 -1.273
C -0.524 -0.693 -2.242
C 0.766 -1.133 -2.072
C -2.639 -2.538 -1.269
C -2.550 -3.302 -2.447
C -3.294 -4.479 -2.572
C -4.123 -4.903 -1.528
C -4.162 -4.182 -0.333
C -3.426 -3.005 -0.204
C -3.170 0.251 -1.882
C -2.778 1.509 -2.369
C -3.733 2.412 -2.848
C -5.082 2.049 -2.867
C -5.480 0.794 -2.407
C -4.523 -0.107 -1.920
C 3.513 -1.248 -1.233
C 3.346 -2.597 -0.872
C 4.455 -3.443 -0.790
C 5.735 -2.948 -1.070
C 5.904 -1.608 -1.438
C 4.803 -0.753 -1.493
C 2.528 1.341 -2.079
C 2.416 2.581 -1.426
C 2.870 3.740 -2.059
C 3.401 3.685 -3.349
C 3.520 2.451 -3.997
C 3.104 1.281 -3.361
H -0.829 -0.299 -3.236
H 1.129 -2.028 -2.612
H -1.914 -2.958 -3.264
H -3.234 -5.055 -3.492
H -4.747 -5.788 -1.644
H -4.776 -4.512 0.507
H -3.484 -2.435 0.723
H -1.723 1.799 -2.355
H -3.419 3.404 -3.177
H -5.826 2.752 -3.244
H -6.537 0.510 -2.430
H -4.842 -1.084 -1.545
H 2.348 -2.983 -0.650
H 4.319 -4.489 -0.514
H 6.601 -3.608 -1.011
H 6.895 -1.226 -1.691
H 4.948 0.301 -1.739
H 2.008 2.623 -0.416
H 2.809 4.690 -1.528
H 3.727 4.598 -3.850
H 3.948 2.398 -4.999
H 3.246 0.308 -3.845
F -0.777 -2.550 1.303
C -1.413 -1.380 1.617
C -1.731 -0.463 0.594
C -1.973 0.840 1.064
F -1.675 1.904 0.266
C -2.344 1.119 2.376
F -2.794 2.342 2.724
C -2.215 0.117 3.334
F -2.641 0.318 4.592
C -1.649 -1.105 2.967
F -1.394 -2.019 3.925

=====

Computed, not measured: C41H37FeN5O3P as an isolated structure, with ωB97M-V/def2-TZVPD.

## Properties
Lowest unoccupied orbital energy (alpha / beta) (hartree): -0.1053 / -0.1091
Energy (eV): -100381.456
Spin multiplicity: 5
Energy relative to the best compared isomer or geometry (same formula, charge and spin) (eV): 0.312
Total charge: +1
F_max (hartree/bohr): 0.0082

Positions of all 88 atoms, in Å:
Fe 0.639 0.833 0.766
C 2.722 3.832 1.039
O 2.743 2.406 0.920
C 3.457 1.909 -0.150
C 4.288 2.688 -0.938
C 4.969 2.112 -2.004
C 4.825 0.763 -2.280
C 3.997 -0.018 -1.487
C 3.303 0.543 -0.422
N 2.384 -0.186 0.379
N 2.680 -1.433 0.481
C 1.965 -2.270 1.232
C 0.913 -1.859 2.115
O 0.474 -0.669 2.179
C 0.336 -2.846 2.988
C 0.707 -4.140 2.920
C 1.712 -4.604 2.005
C 2.049 -5.965 1.937
C 3.014 -6.404 1.063
C 3.666 -5.479 0.241
C 3.347 -4.141 0.293
C 2.360 -3.675 1.174
H 3.712 4.209 1.297
H 2.377 4.286 0.108
H 2.032 4.065 1.844
H 4.421 3.740 -0.730
H 5.617 2.728 -2.612
H 5.358 0.314 -3.107
H 3.872 -1.074 -1.683
H -0.429 -2.503 3.672
H 0.236 -4.870 3.569
H 1.538 -6.664 2.589
H 3.272 -7.453 1.014
H 4.432 -5.819 -0.444
H 3.860 -3.435 -0.344
O 0.898 2.363 3.321
N -0.133 1.921 2.497
C -1.201 1.781 3.168
C -2.549 1.389 2.708
C -3.545 1.757 3.619
C -4.880 1.469 3.402
C -5.248 0.771 2.264
C -4.272 0.384 1.360
C -2.923 0.687 1.546
P -1.738 0.105 0.284
C -1.865 -1.714 0.273
C -0.886 -2.394 -0.455
C -0.885 -3.777 -0.527
C -1.855 -4.502 0.150
C -2.815 -3.838 0.899
C -2.823 -2.451 0.961
C -2.480 0.640 -1.306
C -2.099 -0.050 -2.459
C -2.530 0.363 -3.709
C -3.337 1.486 -3.833
C -3.711 2.186 -2.698
C -3.286 1.768 -1.444
H 1.707 2.121 2.849
H -1.134 2.019 4.227
H -3.258 2.281 4.522
H -5.623 1.774 4.126
H -6.284 0.519 2.081
H -4.567 -0.167 0.475
H -0.096 -1.837 -0.950
H -0.113 -4.288 -1.089
H -1.852 -5.584 0.106
H -3.564 -4.401 1.441
H -3.574 -1.957 1.562
H -1.480 -0.935 -2.384
H -2.244 -0.201 -4.588
H -3.677 1.807 -4.809
H -4.343 3.061 -2.782
H -3.598 2.330 -0.574
C 0.851 2.336 -4.554
C 0.462 2.562 -3.135
C -0.312 3.534 -2.538
C -0.307 3.242 -1.166
N 0.425 2.155 -0.934
N 0.880 1.757 -2.144
C -0.997 3.969 -0.060
H 0.357 3.062 -5.195
H 0.561 1.337 -4.884
H 1.929 2.439 -4.685
H -0.818 4.348 -3.028
H 1.529 0.988 -2.209
H -1.313 4.954 -0.397
H -0.341 4.089 0.800
H -1.884 3.428 0.272

=====

Computed, not measured: C41H37N3O4S3SbTi as an isolated structure, with ωB97M-V/def2-TZVPD.

## Properties
Lowest unoccupied orbital energy (hartree): -0.1244
Energy (eV): -117933.971
Energy relative to the best compared isomer or geometry (same formula, charge and spin) (eV): 0.558
Total charge: +1
F_max (hartree/bohr): 0.0414

Positions of all 90 atoms, in Å:
Ti -0.564 -1.576 -0.443
C 1.010 -2.924 -4.021
N 1.157 -1.916 -2.961
C 2.317 -2.217 -2.129
C 2.082 -3.462 -1.288
N 0.834 -3.431 -0.458
C -0.104 -4.502 -0.854
C 1.225 -3.530 0.947
C 1.347 -4.728 1.628
C 1.756 -4.730 2.955
C 2.058 -3.539 3.592
C 1.958 -2.335 2.911
C 1.538 -2.332 1.590
S 1.363 -0.850 0.656
C 1.290 -0.601 -3.544
C 2.151 -0.383 -4.618
C 2.212 0.841 -5.258
C 1.429 1.893 -4.805
C 0.612 1.710 -3.706
C 0.528 0.467 -3.072
S -0.587 0.388 -1.705
H 0.386 -2.522 -4.815
H 1.976 -3.214 -4.450
H 0.522 -3.816 -3.632
H 2.514 -1.358 -1.496
H 3.212 -2.399 -2.745
H 2.944 -3.588 -0.633
H 2.034 -4.332 -1.947
H 0.411 -5.457 -0.992
H -0.587 -4.229 -1.795
H -0.857 -4.626 -0.076
H 1.113 -5.669 1.149
H 1.843 -5.668 3.485
H 2.359 -3.541 4.631
H 2.185 -1.396 3.398
H 2.793 -1.184 -4.963
H 2.860 0.966 -6.114
H 1.460 2.854 -5.299
H 0.003 2.517 -3.320
O -3.394 -1.709 -4.213
C -2.740 -1.958 -3.095
O -1.558 -2.203 -3.020
C -3.563 -1.943 -1.858
C -4.943 -1.874 -1.813
C -5.562 -1.931 -0.568
C -4.789 -2.106 0.566
C -3.412 -2.182 0.418
N -2.813 -2.070 -0.764
C -2.419 -2.480 1.533
O -2.770 -2.775 2.641
O -1.200 -2.437 1.068
H -2.807 -1.723 -4.982
H -5.507 -1.780 -2.729
H -6.638 -1.866 -0.499
H -5.222 -2.193 1.552
S -1.703 0.402 1.080
Sb -0.254 2.186 1.484
C 1.609 1.981 2.569
C 1.533 1.734 3.931
C 2.697 1.493 4.649
C 3.927 1.514 4.011
C 3.997 1.777 2.649
C 2.839 2.001 1.923
C -1.391 3.268 2.912
C -1.929 2.598 4.005
C -2.585 3.314 4.994
C -2.718 4.692 4.882
C -2.212 5.353 3.773
C -1.542 4.643 2.788
C -0.052 3.566 -0.154
C -1.232 3.963 -0.772
C -1.190 4.914 -1.779
C 0.026 5.455 -2.177
C 1.199 5.048 -1.561
C 1.164 4.106 -0.541
H 0.574 1.718 4.434
H 2.637 1.277 5.707
H 4.832 1.319 4.570
H 4.953 1.789 2.143
H 2.897 2.141 0.853
H -1.851 1.519 4.071
H -2.986 2.799 5.856
H -3.223 5.252 5.657
H -2.326 6.424 3.676
H -1.142 5.154 1.921
H -2.177 3.529 -0.465
H -2.108 5.239 -2.250
H 0.057 6.199 -2.961
H 2.148 5.470 -1.865
H 2.084 3.818 -0.052